Entry 1:
{
  "formula": "C6H10O",
  "method": "ωB97M-V/def2-TZVPD",
  "e_homo_ev": -8.88,
  "de_lowest_ev": 1.212,
  "orbital_gap_ev": 9.8160,
  "total_energy_ev": -8430.0286,
  "species": ["C", "C", "C", "C", "C", "C", "O", "H", "H", "H", "H", "H", "H", "H", "H", "H", "H"],
  "xyz": [[1.8158, 0.5806, -0.5512], [0.8254, -0.0617, 0.1408], [0.7994, -1.5643, 0.1553], [-0.4358, 0.6754, 0.3992], [-1.6278, -0.0666, 0.9737], [-0.6405, 1.1364, -1.1753], [-0.6666, 2.3104, -1.4988], [1.9334, 1.6592, -0.5034], [2.6968, 0.0376, -0.8807], [1.7848, -1.9874, -0.0574], [0.4693, -1.9325, 1.1303], [0.1078, -1.9470, -0.6042], [-0.2543, 1.6178, 0.9211], [-1.8908, -0.9516, 0.3861], [-2.5078, 0.5845, 0.9780], [-1.4339, -0.3978, 1.9998], [-0.9753, 0.3069, -1.8133]],
  "nbo_charge": [-0.417, 0.048, -0.653, -0.362, -0.615, 0.464, -0.540, 0.210, 0.199, 0.224, 0.219, 0.217, 0.234, 0.208, 0.225, 0.220, 0.120]
}

Entry 2:
{
  "formula": "C20H44O17",
  "method": "ωB97M-V/def2-TZVPD",
  "e_homo_ev": -10.43,
  "orbital_gap_ev": 11.0308,
  "total_energy_ev": -56260.2477,
  "species": ["C", "C", "O", "C", "O", "O", "C", "H", "H", "H", "H", "H", "H", "H", "H", "C", "C", "O", "C", "O", "O", "C", "H", "H", "H", "H", "H", "H", "H", "H", "C", "C", "O", "C", "O", "O", "C", "H", "H", "H", "H", "H", "H", "H", "H", "C", "C", "O", "C", "O", "O", "C", "H", "H", "H", "H", "H", "H", "H", "H", "C", "C", "O", "C", "O", "O", "C", "H", "H", "H", "H", "H", "H", "H", "H", "O", "H", "H", "O", "H", "H"],
  "xyz": [[7.1161, 0.9987, -0.2371], [6.5325, 2.3547, -0.5340], [5.2685, 2.1423, -1.4029], [4.1011, 1.9782, -0.7391], [3.0691, 2.3751, -1.2384], [4.2497, 1.2544, 0.3701], [3.0145, 0.6675, 0.7668], [7.0972, 0.4016, -1.1681], [6.5338, 0.2998, 0.3690], [8.1863, 1.0255, -0.0341], [7.2491, 2.9719, -1.1346], [6.2365, 2.9219, 0.3834], [2.6220, 0.0095, 0.0301], [2.2838, 1.4006, 1.0938], [3.1836, -0.0021, 1.5945], [-6.4142, 1.7071, -2.4631], [-5.5702, 0.4819, -2.2679], [-5.0519, 0.6015, -0.9107], [-4.2114, -0.3292, -0.4236], [-3.7890, -1.3237, -1.0712], [-3.8251, 0.0018, 0.7520], [-2.6612, -0.6157, 1.3556], [-6.8894, 1.6680, -3.4409], [-5.8996, 2.6382, -2.4360], [-7.2368, 1.6189, -1.7718], [-4.7172, 0.4715, -2.9390], [-6.0316, -0.4600, -2.3493], [-2.4229, -0.1169, 2.3257], [-1.7902, -0.4513, 0.6836], [-2.8448, -1.7330, 1.4415], [-3.3236, 2.7828, 3.3722], [-2.0906, 3.5310, 3.0249], [-1.5137, 3.2298, 1.7806], [-0.7281, 2.1307, 1.8170], [-0.6516, 1.3930, 2.7677], [-0.1040, 1.8437, 0.7302], [-0.2794, 2.7243, -0.4644], [-3.9580, 3.3840, 4.0405], [-3.0057, 1.9010, 3.9396], [-3.8565, 2.5340, 2.4648], [-1.3393, 3.4204, 3.7492], [-2.3870, 4.5944, 2.9463], [0.5473, 2.4976, -1.1256], [-0.0860, 3.7179, -0.1144], [-1.3094, 2.5665, -0.8741], [3.0073, 0.1253, 5.0422], [2.0881, -0.6102, 4.0699], [2.8740, -1.7623, 3.5307], [2.3008, -2.3742, 2.4854], [1.1979, -2.1974, 1.9971], [3.1715, -3.2011, 1.9277], [2.7199, -4.1417, 0.9517], [2.5039, 0.9704, 5.5583], [3.7505, 0.6424, 4.5611], [3.3829, -0.6504, 5.7351], [1.6100, -0.0142, 3.2781], [1.2989, -1.0746, 4.6815], [3.5686, -4.5399, 0.4681], [2.0484, -3.6939, 0.2366], [2.1100, -4.9534, 1.3610], [-0.5290, 0.4765, -3.0909], [0.0414, -0.6119, -4.0135], [-0.1050, -1.9433, -3.4195], [-1.3048, -2.4867, -3.3669], [-1.4707, -3.4349, -2.6503], [-2.2081, -2.0509, -4.2062], [-3.4947, -2.6762, -4.1505], [-1.5319, 0.2343, -2.8064], [-0.6445, 1.4689, -3.6496], [0.0533, 0.7337, -2.2046], [1.0974, -0.4785, -3.9737], [-0.2349, -0.5103, -5.0497], [-4.2139, -1.8897, -4.4674], [-3.6739, -2.9877, -3.1299], [-3.5622, -3.5194, -4.7982], [0.1161, -5.0039, -0.4797], [-0.3629, -4.5247, -1.2258], [0.0194, -4.3971, 0.2463], [0.5903, -1.7602, -0.8372], [0.1920, -2.4743, -1.3382], [0.2910, -1.8977, 0.0687]],
  "lowdin_charge": [-0.097, -0.142, 0.005, -0.597, 0.121, -0.001, -0.007, 0.087, 0.075, 0.076, 0.128, 0.128, 0.095, 0.093, 0.079, -0.058, -0.195, 0.020, -0.586, 0.068, 0.011, 0.007, 0.081, 0.073, 0.080, 0.117, 0.111, 0.090, 0.096, 0.122, -0.059, -0.252, 0.024, -0.643, 0.102, 0.012, 0.032, 0.088, 0.080, 0.084, 0.108, 0.135, 0.064, 0.088, 0.118, -0.057, -0.172, 0.026, -0.600, 0.094, 0.015, -0.026, 0.094, 0.034, 0.094, 0.100, 0.128, 0.086, 0.055, 0.102, -0.056, -0.151, 0.035, -0.642, 0.118, 0.014, -0.013, 0.056, 0.109, 0.048, 0.112, 0.118, 0.105, 0.082, 0.087, -0.070, 0.041, 0.004, -0.037, -0.002, 0.010]
}

Entry 3:
{
  "formula": "C7H8O",
  "method": "ωB97M-V/def2-TZVPD",
  "e_homo_ev": -7.77,
  "de_lowest_ev": 5.016,
  "orbital_gap_ev": 8.8115,
  "total_energy_ev": -9431.2261,
  "species": ["C", "C", "C", "C", "C", "C", "C", "H", "H", "H", "H", "H", "H", "H", "H", "O"],
  "xyz": [[1.9462, -0.4669, 0.0014], [1.5255, 1.1638, -0.0664], [-0.0482, 0.7175, 0.2561], [-0.0941, -0.6477, 0.0550], [-1.4777, -1.1868, 0.0001], [-2.1964, 0.0138, -0.1090], [-1.5128, 1.1839, -0.2072], [2.6377, -0.6949, -0.7537], [2.4116, -0.6004, 1.1186], [2.1694, 1.7187, 0.7648], [1.6939, 1.6246, -1.1570], [-1.5570, -2.0006, -0.6169], [-1.6953, -1.4984, 1.0958], [-3.1849, -0.1646, 0.1445], [-1.5436, 2.2625, -0.2607], [0.9254, -1.4245, -0.2656]],
  "nbo_charge": [-0.083, -0.438, -0.180, 0.338, -0.503, -0.202, -0.200, 0.186, 0.177, 0.228, 0.212, 0.247, 0.249, 0.200, 0.234, -0.463]
}

Entry 4:
{
  "formula": "C3H10NOS",
  "method": "ωB97M-V/def2-TZVPD",
  "e_homo_ev": -2.48,
  "de_lowest_ev": 1.287,
  "charge": -1,
  "orbital_gap_ev": 6.4890,
  "total_energy_ev": -17646.1555,
  "species": ["C", "C", "S", "C", "N", "H", "H", "H", "H", "H", "H", "H", "H", "H", "H", "O"],
  "xyz": [[0.7450, 0.2547, 0.1305], [-0.4688, -0.0473, -0.7115], [-1.4715, 1.2846, -1.4296], [0.4107, 0.8841, 1.4973], [1.6092, 1.5556, 2.0640], [1.5635, 0.8195, -0.3311], [1.1742, -0.7001, 0.3063], [-1.0547, -0.7370, -0.0931], [-0.1904, -0.7192, -1.5614], [0.0591, 0.1410, 2.2178], [-0.3583, 1.6839, 1.5731], [1.4258, 2.3665, 2.6437], [2.1496, 1.7768, 1.1982], [-2.5912, -2.7136, -2.4390], [-1.1501, -2.5363, -2.5501], [-1.8522, -3.3133, -2.5151]],
  "nbo_charge": [-0.416, -0.517, -0.717, -0.210, -0.871, 0.175, 0.186, 0.167, 0.154, 0.160, 0.190, 0.350, 0.351, 0.469, 0.479, -0.951]
}

Entry 5:
{
  "formula": "C2H2FeLiO2",
  "method": "ωB97M-V/def2-TZVPD",
  "multiplicity": 6,
  "e_homo_ev": [-19.80, -17.95],
  "de_lowest_ev": 3.548,
  "charge": 2,
  "orbital_gap_ev": [8.4391, 4.1050],
  "total_energy_ev": -40769.3714,
  "species": ["C", "C", "O", "O", "H", "Fe", "Li", "H"],
  "xyz": [[0.7178, 0.5858, 1.2563], [-0.6577, 1.0600, 0.9493], [-1.4504, 0.2068, 0.2547], [0.9934, -0.6252, 0.9492], [-0.5185, 2.0569, 0.4573], [2.7523, 0.2937, 1.1011], [-0.6714, -1.4005, 0.1515], [-0.9477, 1.3844, 2.0012]],
  "nbo_charge": [0.245, -0.255, -0.524, -0.717, 0.328, 1.616, 0.973, 0.334]
}

Entry 6:
{
  "formula": "C3H9NO3",
  "method": "ωB97M-V/def2-TZVPD",
  "e_homo_ev": -9.19,
  "de_lowest_ev": 2.195,
  "orbital_gap_ev": 9.8186,
  "total_energy_ev": -10888.3866,
  "species": ["O", "C", "C", "N", "C", "O", "H", "H", "H", "H", "H", "H", "H", "O", "H", "H"],
  "xyz": [[0.3680, 3.0259, -0.5258], [0.4299, 1.8325, -0.4946], [-0.8339, 0.9749, -0.5182], [-0.6600, -0.2173, -1.3186], [-0.0152, -1.3212, -0.7009], [-0.7564, -2.1042, 0.2568], [1.3068, 1.1635, -0.4667], [-1.6366, 1.6048, -0.9116], [-1.1952, 0.7635, 0.5011], [-1.4571, -0.4559, -1.8830], [0.2928, -2.0382, -1.4561], [0.8170, -0.9450, -0.1428], [-1.7037, -1.9505, 0.2598], [1.4329, 0.1096, 2.2606], [2.3258, -0.1522, 2.0116], [1.2848, -0.2902, 3.1284]],
  "nbo_charge": [-0.510, 0.461, -0.344, -0.644, 0.091, -0.758, 0.100, 0.220, 0.204, 0.376, 0.165, 0.170, 0.469, -0.944, 0.470, 0.477]
}

Entry 7:
{
  "formula": "C2H4N2S3",
  "method": "ωB97M-V/def2-TZVPD",
  "multiplicity": 3,
  "e_homo_ev": [-7.35, -9.05],
  "de_lowest_ev": 1.807,
  "orbital_gap_ev": [7.9719, 6.5390],
  "total_energy_ev": -37619.6507,
  "species": ["C", "C", "N", "N", "S", "S", "S", "H", "H", "H", "H"],
  "xyz": [[1.1807, -0.6665, -0.7979], [-0.4497, 0.2748, 0.8977], [1.7204, -0.4512, 0.4726], [0.9194, -0.0127, 1.3443], [1.2831, 0.2596, 2.8856], [-0.6665, -0.5392, -0.6788], [-0.7141, 2.0741, 0.9240], [1.5451, 0.0802, -1.5138], [1.4456, -1.6642, -1.1550], [-1.2907, -0.2860, 1.8871], [-1.9784, 1.9995, 0.5121]],
  "nbo_charge": [-0.384, -0.374, -0.155, -0.462, 0.342, 0.196, 0.004, 0.228, 0.237, 0.238, 0.130]
}

Entry 8:
{
  "formula": "C25H21MnN3O4S2",
  "method": "ωB97M-V/def2-TZVPD",
  "multiplicity": 6,
  "e_homo_ev": [-8.43, -8.56],
  "de_lowest_ev": 0.000,
  "orbital_gap_ev": [7.4857, 7.5907],
  "total_energy_ev": -91920.0230,
  "species": ["Mn", "O", "C", "O", "C", "C", "C", "C", "C", "N", "C", "O", "O", "H", "H", "H", "S", "C", "N", "C", "C", "N", "C", "C", "C", "C", "C", "C", "C", "C", "S", "C", "C", "C", "C", "C", "C", "C", "H", "H", "H", "H", "H", "H", "H", "H", "H", "H", "H", "H", "H", "H", "H", "H", "H", "H"],
  "xyz": [[0.1741, -0.8952, 0.4220], [-3.6546, -0.4713, 2.0253], [-2.4637, -0.6136, 1.7913], [-1.8466, -0.3308, 0.6968], [-1.5704, -1.2467, 2.8567], [-1.9051, -1.5612, 4.1610], [-0.9151, -2.1248, 4.9627], [0.3644, -2.3556, 4.4672], [0.6147, -2.0119, 3.1489], [-0.3505, -1.4942, 2.4081], [1.9419, -2.1285, 2.3974], [2.8863, -2.6465, 2.9554], [1.9012, -1.6392, 1.1980], [-2.9017, -1.3626, 4.5285], [-1.1421, -2.3777, 5.9906], [1.1526, -2.7779, 5.0736], [-2.7335, -0.0131, -3.4426], [-2.8157, -1.0857, -2.2005], [-3.8878, -1.3287, -1.4418], [-3.9624, -2.5101, -0.5966], [-3.1531, -3.6109, -1.2302], [-1.7795, -3.1291, -1.4240], [-0.6993, -4.0736, -1.1186], [-0.9061, -5.3901, -1.8216], [-1.0716, -5.4212, -3.2033], [-1.2468, -6.6296, -3.8579], [-1.2504, -7.8174, -3.1377], [-1.0803, -7.7915, -1.7621], [-0.9136, -6.5795, -1.1058], [-1.5829, -1.9019, -1.8512], [-0.0417, -1.1962, -2.0321], [-5.0253, -0.4182, -1.3655], [-6.2748, -1.0294, -1.9533], [-7.4530, -1.0783, -1.2207], [-8.5985, -1.6448, -1.7669], [-8.5687, -2.1736, -3.0474], [-7.3908, -2.1313, -3.7842], [-6.2506, -1.5613, -3.2410], [-5.0091, -2.8108, -0.5418], [-3.6196, -2.2853, 0.4141], [-3.5698, -3.9198, -2.1912], [-3.1155, -4.4822, -0.5791], [-0.6667, -4.2214, -0.0350], [0.2383, -3.6138, -1.4231], [-1.0585, -4.4946, -3.7675], [-1.3744, -6.6455, -4.9323], [-1.3836, -8.7610, -3.6501], [-1.0801, -8.7138, -1.1963], [-0.7829, -6.5594, -0.0299], [-4.7523, 0.4878, -1.9022], [-5.1676, -0.1739, -0.3101], [-7.4738, -0.6721, -0.2159], [-9.5118, -1.6771, -1.1870], [-9.4592, -2.6182, -3.4725], [-7.3641, -2.5376, -4.7872], [-5.3343, -1.5118, -3.8188]],
  "nbo_charge": [1.561, -0.651, 0.745, -0.857, 0.099, -0.209, -0.156, -0.204, 0.102, -0.558, 0.744, -0.609, -0.862, 0.246, 0.224, 0.249, -0.070, 0.033, -0.372, -0.227, -0.234, -0.361, -0.263, -0.067, -0.157, -0.215, -0.204, -0.201, -0.201, 0.185, -0.251, -0.251, -0.066, -0.205, -0.207, -0.213, -0.223, -0.160, 0.236, 0.230, 0.226, 0.234, 0.217, 0.265, 0.210, 0.220, 0.220, 0.220, 0.214, 0.254, 0.239, 0.216, 0.215, 0.215, 0.214, 0.216]
}